Record 1
This record from the Open Molecules 2025 dataset describes C4H14N4 as an isolated structure at a distorted geometry. The level of theory is ωB97M-V/def2-TZVPD.

Molar mass (g mol⁻¹): 118.18
Energy relative to the best compared isomer or geometry (same formula, charge and spin) (kJ/mol): 436.9
Highest occupied orbital energy (Ha): -0.28086
Orbital gap (eV): 8.48

Geometry as XYZ:
```
22
Properties=species:S:1:pos:R:3:forces:R:3
C -1.6098 0.5189 0.5658 0.37 -1.23 -0.58
C -0.5937 1.5807 0.9132 2.53 -0.76 -1.05
N -0.8900 -0.7676 0.1964 -1.87 -0.11 0.74
N -1.6031 -1.4486 -0.8145 -0.33 0.12 -0.12
N -0.6590 -1.6212 1.3229 0.11 0.29 0.50
H -1.1060 -1.2553 2.1693 -0.04 -0.06 -0.39
H 0.3393 -1.6200 1.5197 -0.03 -0.02 -0.12
H -2.4551 -1.8588 -0.4275 0.19 -0.07 -0.02
H -1.0197 -2.2040 -1.1627 -0.03 0.08 0.15
H -2.3219 0.2937 1.3732 0.01 0.08 -0.08
H -2.1771 0.7835 -0.3260 0.06 0.00 0.08
H 0.4646 1.2095 0.3728 -3.00 1.61 1.72
H -0.8877 2.5512 0.5166 0.10 -0.01 0.07
H -0.4185 1.6649 1.9860 0.08 0.02 -0.06
C 1.8959 0.6195 -1.9304 0.08 0.25 -0.01
C 1.6637 0.1192 -0.5345 -1.53 -2.90 -0.47
N 2.6582 -0.0216 0.2411 0.54 0.62 0.46
H 2.3867 -0.3533 1.1707 -0.06 -0.16 -0.22
H 0.4767 -0.4785 -0.3035 2.89 2.17 -0.59
H 1.7022 1.6951 -1.9642 -0.08 0.01 -0.11
H 2.9274 0.4621 -2.2454 0.07 0.02 0.09
H 1.2269 0.1306 -2.6391 -0.06 0.05 0.01
```
Positions in Å, forces in eV/Å.

=====

Record 2
This record from the Open Molecules 2025 dataset describes C7H7N in the gas phase at a distorted geometry. The level of theory is ωB97M-V/def2-TZVPD.

Molar mass (g mol⁻¹): 105.14
SMILES: NC1=C[C@]23C=C[C@]12C3
Energy relative to the best compared isomer or geometry (same formula, charge and spin) (kJ/mol): 497.0
Highest occupied orbital energy (Ha): -0.28651
Orbital gap (eV): 8.82

Geometry as XYZ:
```
15
Properties=species:S:1:pos:R:3:forces:R:3
N 0.5850 -1.7861 -1.6557 -0.07 -1.80 0.49
C 0.0450 -1.1752 -0.5898 -0.85 4.47 1.49
C -0.6699 -1.2307 0.5923 1.96 -0.71 -0.43
C -0.3698 0.1801 1.0506 0.34 -0.13 -0.60
C -1.1580 1.4061 0.7373 -1.83 0.48 1.84
C -0.7121 1.5383 -0.4879 0.43 -0.93 0.92
C 0.3495 0.4870 -0.4303 -0.86 -3.16 0.36
C 1.0262 0.6149 0.9218 0.05 2.60 0.72
H 0.5469 -2.7948 -1.7221 -0.12 0.21 -0.11
H 0.6835 -1.2918 -2.5127 0.07 0.39 -0.25
H -0.8241 -2.0214 1.3425 -0.33 0.04 -0.86
H -1.6805 2.0619 1.4835 0.18 -0.70 -1.08
H -0.7591 2.3365 -1.1099 -0.38 2.10 -2.25
H 1.1266 1.7297 1.2490 0.47 -2.23 -0.63
H 1.8107 -0.0546 1.1314 0.94 -0.64 0.37
```
Positions in Å, forces in eV/Å.

=====

Record 3
This record from the Open Molecules 2025 dataset describes a 2-piece molecular cluster, C3H10N2O2 overall at a distorted geometry. The level of theory is ωB97M-V/def2-TZVPD.

Molar mass (g mol⁻¹): 106.12
Energy relative to the best compared isomer or geometry (same formula, charge and spin) (kJ/mol): 595.6
Highest occupied orbital energy (Ha): -0.30064
Orbital gap (eV): 5.07

Geometry as XYZ:
```
17
Properties=species:S:1:pos:R:3:forces:R:3
C -1.3371 -0.0391 -1.5704 -1.50 -1.29 -0.02
C -0.4382 0.8468 -0.8798 -0.02 1.15 -0.42
C 0.3473 0.4893 0.2390 0.31 -3.54 1.83
N 1.6995 0.8410 0.1730 1.04 0.81 0.74
O 0.1132 -0.9237 0.5833 -0.24 0.95 -0.77
N -2.3989 -0.6066 -0.6421 0.81 0.94 -0.33
H -1.8565 0.3962 -2.4216 0.23 0.23 0.03
H -0.8141 -0.9332 -1.9289 0.45 0.10 0.10
H -0.2886 1.8511 -1.2705 -0.05 0.11 0.20
H -0.0481 0.8609 1.2192 -0.31 0.99 -0.52
H 2.1970 0.3449 1.0186 -0.75 0.11 -0.31
H 2.1609 0.5714 -0.6717 0.00 -0.30 -0.57
H -3.0041 0.1550 -0.3591 -0.16 0.09 0.02
H -1.9029 -0.9048 0.1900 0.08 -0.44 0.24
H 0.8027 -1.0654 1.3163 0.37 -0.48 0.34
H 2.7145 -1.0066 2.8414 -0.12 -0.10 0.10
O 2.0535 -0.8771 2.1633 -0.11 0.70 -0.64
```
Positions in Å, forces in eV/Å.

=====

Record 4
This record from the Open Molecules 2025 dataset describes an isolated ion of composition C7H9N2O and charge -1 at a distorted geometry. The level of theory is ωB97M-V/def2-TZVPD.

Molar mass (g mol⁻¹): 137.16
Net charge: -1
Energy relative to the best compared isomer or geometry (same formula, charge and spin) (kJ/mol): 443.8
Highest occupied orbital energy (alpha / beta) (Ha): -0.09498 / -0.09492
Orbital gap (alpha / beta) (eV): 6.39 / 6.39

Geometry as XYZ:
```
19
Properties=species:S:1:pos:R:3:forces:R:3
C -0.1033 -1.5786 0.0641 -1.82 -2.10 0.05
C -1.4536 -1.4612 0.0754 0.47 0.27 -0.44
C 0.8845 -0.5495 0.0070 1.10 -1.21 1.17
C 0.5587 0.6296 0.5100 -2.57 0.60 -1.11
C -1.9713 0.8746 -0.0404 3.72 2.02 1.41
C 2.2333 -1.0757 -0.4480 0.21 0.86 -2.33
C 1.2037 1.9371 0.4167 2.02 -0.27 1.55
N -2.2902 2.0488 0.1764 1.34 0.44 -1.51
N -2.2845 -0.3346 -0.1351 1.11 -2.68 0.47
O -3.4783 -0.6373 -0.5322 -2.48 -0.30 -0.95
H 0.1393 -2.6838 0.0723 0.30 1.32 -0.10
H -2.1173 -2.3197 0.0239 0.27 0.03 0.22
H 3.1995 -0.8033 -0.0075 -0.54 0.36 0.31
H 2.2659 -0.7956 -1.5295 0.52 0.32 0.46
H 2.2259 -2.1310 -0.6030 -0.09 -1.08 0.61
H 1.6781 2.2389 -0.5273 0.03 -0.30 -0.15
H 2.0664 1.9264 1.2405 -1.75 0.59 -1.38
H 0.3987 2.6306 0.6156 0.20 0.83 0.46
H -3.1556 2.0842 0.6211 -2.05 0.30 1.27
```
Positions in Å, forces in eV/Å.

=====

Record 5
This record from the Open Molecules 2025 dataset describes C31H32N3O2RuSbSe3 as an isolated structure at a distorted geometry. The level of theory is ωB97M-V/def2-TZVPD.

Molar mass (g mol⁻¹): 938.33
Net charge: +1
⟨S²⟩: 0.7843
2S+1: 2
Energy relative to the best compared isomer or geometry (same formula, charge and spin) (kJ/mol): 267.6
Highest occupied orbital energy (alpha / beta) (Ha): -0.37523 / -0.37201
Orbital gap (alpha / beta) (eV): 6.43 / 6.23

Geometry as XYZ:
```
73
Properties=species:S:1:pos:R:3:forces:R:3
Ru 0.0383 0.0622 1.3693 0.24 1.28 1.49
O 3.0949 1.3831 5.9344 -0.03 0.10 0.04
C 3.1124 0.0745 5.4072 0.06 -0.27 -0.17
C 2.2201 0.0537 4.1487 -0.01 0.00 0.10
C 2.1597 -1.3971 3.6635 0.04 0.12 0.46
O 1.8649 -1.4274 2.2674 -0.55 0.34 -0.54
C 0.8501 0.6101 4.5776 -0.16 0.28 -0.08
Se -0.7478 -0.1368 3.7096 0.31 0.12 -0.32
C 2.9189 0.9484 3.1171 -0.10 -0.21 -0.26
Se 1.8785 1.6107 1.5864 -1.26 -0.18 -0.03
H 3.6924 1.4411 6.6850 0.00 -0.04 0.01
H 2.7201 -0.6538 6.1300 0.02 0.03 -0.01
H 4.1320 -0.2274 5.1358 -0.03 0.00 0.00
H 1.3995 -1.9377 4.2369 0.03 0.00 -0.11
H 3.1312 -1.8750 3.8311 0.00 0.02 -0.13
H 1.8222 -2.3409 1.9618 -0.08 0.02 -0.09
H 0.8239 1.6863 4.4192 0.02 -0.04 0.10
H 0.6957 0.4351 5.6427 -0.05 -0.06 -0.03
H 3.7706 0.4214 2.6862 0.05 0.02 0.08
H 3.2619 1.8505 3.6214 0.01 0.02 -0.08
C -2.8737 -3.5710 1.3317 -0.32 -0.19 0.03
C -1.6466 -2.8365 1.1490 0.35 0.19 -0.04
N -0.6810 -2.2293 1.0110 -0.47 0.32 0.25
H -2.6715 -4.6407 1.3663 0.01 0.02 0.01
H -3.5511 -3.3615 0.5040 0.01 -0.03 0.01
H -3.3380 -3.2600 2.2678 0.02 -0.03 0.00
Se -0.9846 3.7231 1.3939 0.46 -0.13 0.14
N -1.3890 2.0140 1.1444 0.58 -1.91 0.20
C -2.7059 1.9043 0.9956 0.27 0.46 0.05
C -3.4240 0.7034 0.7754 -0.28 -0.27 -0.01
C -4.7746 0.7775 0.6151 0.42 -0.22 0.02
C -5.4709 2.0173 0.6814 -0.08 0.41 0.05
C -4.8207 3.1888 0.9121 -0.38 -0.14 -0.06
C -3.4105 3.1622 1.0661 0.57 -0.10 0.03
N -2.6423 4.2237 1.2739 -0.55 0.21 -0.09
H -2.8870 -0.2376 0.7603 -0.06 0.01 -0.04
H -5.3438 -0.1259 0.4409 -0.01 -0.02 0.01
H -6.5443 2.0121 0.5535 -0.02 0.03 0.01
H -5.3401 4.1334 0.9839 -0.02 0.02 -0.03
C 1.4574 3.8612 -3.8543 0.03 0.00 0.03
C 2.2944 2.7873 -3.5912 0.04 0.00 0.00
C 1.8498 1.7308 -2.8078 0.01 0.03 -0.02
C 0.5611 1.7494 -2.2886 -0.14 -0.35 0.22
C -0.2709 2.8371 -2.5359 0.04 -0.07 0.05
C 0.1786 3.8904 -3.3178 -0.08 0.08 0.01
Sb -0.2911 0.0453 -1.3007 1.50 -0.12 -1.18
C 1.3750 -1.3384 -1.2690 -0.16 0.22 -0.24
C 2.6382 -0.9920 -0.8027 0.09 -0.06 -0.18
C 3.6492 -1.9436 -0.7450 0.02 -0.02 0.05
C 3.3978 -3.2527 -1.1246 0.01 -0.02 0.02
C 2.1343 -3.6076 -1.5767 -0.07 -0.10 0.05
C 1.1275 -2.6575 -1.6464 0.03 0.10 -0.04
C -1.0962 -0.7595 -3.1121 -0.36 0.09 0.43
C -2.4522 -0.9957 -3.2871 0.01 0.00 0.08
C -2.9191 -1.4449 -4.5158 -0.09 -0.03 -0.02
C -2.0341 -1.6506 -5.5615 0.02 -0.01 -0.01
C -0.6768 -1.4112 -5.3841 -0.05 0.00 0.02
C -0.2089 -0.9637 -4.1598 0.14 0.04 -0.01
H 1.8022 4.6758 -4.4765 0.00 0.02 0.00
H 3.2945 2.7640 -4.0038 0.01 0.01 0.00
H 2.5083 0.8929 -2.6164 0.00 0.00 -0.06
H -1.2794 2.8529 -2.1337 -0.03 0.06 -0.03
H -0.4734 4.7312 -3.5138 -0.01 0.02 -0.02
H 2.8533 0.0212 -0.4930 -0.01 0.01 0.02
H 4.6357 -1.6592 -0.4024 0.01 0.01 0.01
H 4.1819 -3.9963 -1.0731 0.02 0.00 -0.02
H 1.9335 -4.6279 -1.8763 0.00 -0.02 -0.02
H 0.1482 -2.9365 -2.0193 0.04 -0.07 -0.01
H -3.1465 -0.8200 -2.4734 -0.05 -0.01 -0.02
H -3.9760 -1.6299 -4.6562 -0.01 0.01 0.00
H -2.3997 -1.9936 -6.5197 -0.01 -0.01 -0.01
H 0.0160 -1.5692 -6.1994 0.01 0.00 -0.02
H 0.8473 -0.7680 -4.0195 0.02 -0.02 -0.07
```
Positions in Å, forces in eV/Å.